[1]
14
Properties=species:S:1:pos:R:3:forces:R:3:lowdin_charge:R:1 method="wB97M-V/def2-TZVPD" e_homo_ev="-9.3 / -9.1" max_force_ev_per_a=4.1 e_lumo_ev="0.718 / -3.236" orbital_gap_ha="0.3666 / 0.2144" spin_multiplicity=2 de_lowest_kj_mol=207.5
C -0.455 0.850 0.993 2.683 -2.275 1.044 -0.161
O 0.968 0.814 1.297 -1.357 1.048 0.692 0.085
C -0.827 -0.257 -0.004 -2.645 1.472 0.277 -0.236
C -0.710 0.041 -1.513 -1.052 -0.686 0.422 -0.096
H -0.484 1.887 0.794 -1.252 1.275 -0.665 0.114
H -0.924 0.631 2.010 0.474 0.455 -0.978 0.168
H -1.933 -0.430 0.347 1.961 -0.536 -1.173 0.142
H -0.167 -1.078 0.066 0.410 -1.173 1.447 0.063
H -1.734 0.364 -1.830 1.371 -0.068 -0.623 0.086
H -0.294 -0.852 -2.028 -1.174 0.129 0.207 0.085
H 0.115 0.683 -1.715 0.167 1.436 -0.091 0.057
H 2.764 -1.202 -0.057 -0.852 -0.055 1.128 -0.013
H 1.595 -0.143 0.983 1.517 -3.583 -1.234 0.021
O 2.084 -1.308 0.657 -0.252 2.561 -0.451 -0.314


[2]
78
Properties=species:S:1:pos:R:3:forces:R:3:lowdin_charge:R:1 method="wB97M-V/def2-TZVPD" e_homo_ev="-16.3 / -16.3" max_force_ev_per_a=3.7 e_lumo_ev="-11.249 / -11.247" orbital_gap_ha="0.1850 / 0.1851" spin_multiplicity=1 charge=+3
V -0.170 -0.287 -0.435 0.762 1.905 3.041 0.286
C 0.597 3.240 -2.993 0.068 -0.004 0.190 -0.023
C 0.393 4.325 -1.930 -0.176 0.173 -0.433 -0.521
C 1.361 5.468 -2.216 0.039 0.054 0.097 -0.033
C -1.039 4.867 -1.918 0.108 -0.049 0.118 -0.012
N 0.703 3.779 -0.551 -0.170 -0.295 0.167 0.041
C 1.640 4.318 0.290 0.177 -0.010 0.127 0.027
C 1.609 3.619 1.451 0.092 0.079 0.024 0.014
N 0.650 2.649 1.339 -0.187 0.068 -0.094 0.034
B 0.348 1.714 2.549 0.010 -0.136 -0.156 -0.512
N 1.353 0.517 2.623 0.136 -0.048 -0.259 0.028
C 1.660 -0.020 3.842 0.028 0.001 0.140 0.012
C 2.643 -0.933 3.663 -0.062 -0.010 0.126 0.013
N 2.958 -0.968 2.331 -0.378 0.285 -0.248 0.045
C 2.130 -0.096 1.701 0.126 0.001 0.514 -0.555
S 1.973 0.158 -0.023 0.036 -0.258 -0.402 0.878
C 4.095 -1.870 1.878 0.429 -0.414 -0.057 -0.520
C 4.483 -1.699 0.416 -0.272 0.222 0.015 -0.058
C 5.309 -1.507 2.738 -0.046 0.098 0.058 -0.009
C 3.648 -3.311 2.135 -0.039 0.127 0.032 -0.003
N -1.136 1.231 2.575 -0.057 -0.299 -0.014 0.035
C -2.102 2.028 3.122 -0.062 0.109 0.098 0.016
C -3.285 1.365 3.062 -0.021 0.212 -0.062 0.029
N -3.056 0.152 2.471 0.467 -0.033 -0.114 0.041
C -1.736 0.091 2.175 -0.231 0.348 0.323 -0.582
S -0.921 -1.236 1.386 -0.426 -0.488 -0.082 0.858
C -4.122 -0.908 2.288 -0.349 -0.392 -0.067 -0.521
C -5.451 -0.324 2.754 -0.012 0.097 0.092 -0.034
C -3.762 -2.108 3.168 0.057 0.142 -0.006 -0.011
C -4.261 -1.284 0.806 0.131 0.202 0.122 -0.022
C 0.113 2.759 0.110 0.163 0.303 0.193 -0.588
S -1.131 1.716 -0.528 0.180 -0.230 -0.397 0.902
H 0.600 3.717 -3.972 0.005 0.009 0.013 0.108
H -0.197 2.499 -3.005 -0.086 -0.092 0.048 0.044
H 1.560 2.740 -2.864 -0.008 0.031 -0.022 0.099
H 1.135 5.867 -3.202 -0.026 -0.034 -0.008 0.111
H 2.400 5.132 -2.227 -0.006 0.021 -0.023 0.104
H 1.247 6.288 -1.507 0.013 0.015 -0.027 0.101
H -1.260 5.319 -2.883 0.017 -0.030 -0.015 0.111
H -1.150 5.637 -1.153 -0.012 0.005 -0.013 0.105
H -1.777 4.085 -1.740 -0.028 -0.016 -0.030 0.057
H 2.257 5.158 0.027 -0.057 -0.035 -0.040 0.140
H 2.186 3.756 2.351 -0.052 -0.004 0.010 0.151
H 0.516 2.362 3.530 0.000 0.028 0.067 0.140
H 1.185 0.306 4.753 0.014 0.045 -0.036 0.153
H 3.143 -1.540 4.397 0.023 0.018 -0.060 0.146
H 4.750 -0.667 0.183 -0.009 0.014 -0.046 0.087
H 3.711 -2.052 -0.264 -0.088 0.020 -0.085 0.054
H 5.368 -2.307 0.234 -0.014 -0.009 0.069 0.111
H 5.576 -0.457 2.608 0.018 -0.009 0.007 0.106
H 6.158 -2.110 2.424 -0.030 -0.028 -0.008 0.110
H 5.146 -1.700 3.797 0.057 -0.008 -0.022 0.087
H 2.721 -3.532 1.605 -0.018 -0.042 -0.052 0.073
H 3.495 -3.508 3.196 0.005 -0.019 -0.008 0.094
H 4.418 -3.992 1.777 0.002 0.008 0.014 0.112
H -1.879 2.993 3.546 0.026 -0.024 -0.014 0.152
H -4.255 1.682 3.396 0.054 -0.065 0.007 0.140
H -5.435 -0.057 3.811 -0.031 -0.018 -0.007 0.101
H -6.220 -1.083 2.628 0.027 -0.021 -0.016 0.111
H -5.746 0.544 2.160 -0.030 -0.025 0.003 0.105
H -3.683 -1.805 4.213 -0.003 -0.014 0.001 0.105
H -2.828 -2.583 2.868 0.011 -0.027 -0.030 0.058
H -4.551 -2.855 3.096 -0.002 0.010 -0.044 0.111
H -4.298 -0.389 0.181 -0.046 -0.034 0.003 0.098
H -5.199 -1.821 0.676 0.006 0.009 0.004 0.107
H -3.471 -1.940 0.457 0.158 -0.062 -0.021 0.056
Cl -0.205 -5.395 -5.584 -0.006 -0.041 -0.032 0.820
C -0.298 -4.087 -4.518 0.001 0.116 0.113 -0.669
C 0.244 -4.212 -3.222 -0.072 -0.021 -0.177 -0.685
Cl 0.989 -5.655 -2.713 -0.002 -0.002 0.041 0.790
C 0.163 -3.130 -2.374 -0.220 0.600 -0.012 -0.555
Cl 0.757 -3.132 -0.763 0.205 -0.354 0.336 0.806
C -0.422 -1.921 -2.781 0.069 -1.674 -1.105 -0.360
O -0.430 -0.930 -1.895 -0.492 -0.301 -2.264 -0.273
C -0.970 -1.804 -4.061 0.074 0.382 0.435 -0.596
Cl -1.689 -0.317 -4.488 -0.050 0.059 -0.072 0.804
C -0.911 -2.889 -4.929 0.080 -0.174 0.016 -0.679
Cl -1.578 -2.759 -6.487 0.001 0.031 0.013 0.799


[3]
62
Properties=species:S:1:pos:R:3:forces:R:3:lowdin_charge:R:1 method="wB97M-V/def2-TZVPD" e_homo_ev=-8.0 max_force_ev_per_a=0.7 e_lumo_ev=0.801 orbital_gap_ha=0.3235 spin_multiplicity=1 de_lowest_kj_mol=2.6 smiles="CCOc1ccc(CCNC(=O)[C@@H]2CC=CC[C@H]2C(=O)OC(C)C)cc1OCC"
C 1.508 3.859 -4.286 -0.147 -0.394 0.239 -0.062
C 0.613 2.916 -3.494 -0.159 0.571 -0.269 -0.243
O 1.397 1.788 -3.146 0.085 -0.198 0.175 -0.054
C 0.813 0.620 -2.749 -0.043 -0.073 0.017 -0.208
C 1.661 -0.487 -2.775 -0.124 0.118 -0.031 -0.011
C 1.225 -1.740 -2.401 -0.048 0.081 -0.034 -0.051
C -0.094 -1.942 -2.011 0.077 -0.016 0.050 -0.219
C -0.561 -3.344 -1.716 -0.232 0.037 0.074 -0.127
C -1.769 -3.468 -0.786 -0.001 -0.099 -0.224 -0.168
N -1.500 -2.965 0.542 0.123 -0.350 -0.197 0.087
C -2.095 -1.873 1.052 0.195 -0.357 0.508 -0.453
O -2.963 -1.245 0.471 -0.305 0.291 -0.161 0.045
C -1.631 -1.504 2.461 -0.128 0.295 -0.188 -0.177
C -2.840 -1.025 3.269 0.074 -0.033 -0.147 -0.138
C -2.455 -0.300 4.516 -0.149 -0.047 0.004 -0.092
C -1.232 0.138 4.761 0.202 0.041 0.096 -0.094
C -0.092 -0.039 3.807 -0.097 0.060 -0.112 -0.127
C -0.587 -0.383 2.393 0.217 -0.214 0.106 -0.165
C 0.639 -0.775 1.592 -0.315 -0.036 0.074 -0.454
O 0.984 -1.911 1.371 0.189 -0.080 0.040 0.112
O 1.324 0.302 1.232 0.006 0.361 0.013 0.026
C 2.606 0.115 0.599 0.628 -0.194 -0.202 -0.382
C 3.632 -0.339 1.633 -0.403 -0.030 -0.131 -0.028
C 2.986 1.448 -0.028 -0.357 -0.331 0.161 -0.020
C -0.935 -0.843 -1.971 -0.003 0.013 -0.002 0.051
C -0.503 0.438 -2.303 0.045 0.256 -0.046 -0.179
O -1.382 1.502 -2.266 0.332 -0.292 -0.339 -0.081
C -2.085 1.727 -1.053 -0.097 0.206 0.502 -0.215
C -1.228 2.490 -0.045 -0.129 -0.188 -0.409 -0.052
H 1.861 3.369 -5.188 0.042 -0.004 -0.113 0.076
H 2.369 4.144 -3.687 0.094 0.083 0.033 0.075
H 0.951 4.751 -4.558 -0.041 0.116 -0.033 0.075
H -0.249 2.608 -4.093 0.095 0.038 0.121 0.129
H 0.247 3.417 -2.590 -0.018 -0.123 -0.143 0.112
H 2.678 -0.326 -3.096 0.128 0.036 -0.057 0.124
H 1.912 -2.573 -2.429 0.084 -0.101 0.004 0.115
H -0.818 -3.829 -2.663 0.037 -0.104 0.060 0.123
H 0.273 -3.901 -1.280 0.018 -0.060 -0.070 0.116
H -2.630 -2.922 -1.172 0.043 -0.115 0.028 0.117
H -2.041 -4.528 -0.706 -0.043 0.142 -0.094 0.121
H -0.655 -3.294 0.986 -0.116 0.178 0.102 0.129
H -1.177 -2.377 2.938 0.000 0.039 -0.021 0.160
H -3.471 -1.881 3.522 -0.036 0.020 -0.047 0.127
H -3.441 -0.367 2.632 -0.018 -0.122 0.023 0.123
H -3.249 -0.139 5.231 -0.024 0.085 0.160 0.102
H -0.997 0.645 5.686 -0.092 0.054 0.151 0.101
H 0.506 0.875 3.767 0.032 -0.060 0.000 0.124
H 0.561 -0.841 4.172 0.080 0.038 -0.040 0.135
H -1.038 0.505 1.946 0.011 0.014 -0.017 0.148
H 2.488 -0.656 -0.172 -0.009 0.178 0.162 0.128
H 3.337 -1.293 2.062 0.045 -0.061 0.042 0.075
H 4.601 -0.455 1.158 0.129 -0.001 -0.040 0.085
H 3.712 0.400 2.428 0.052 0.104 0.070 0.087
H 3.958 1.362 -0.504 0.123 -0.001 -0.061 0.090
H 3.031 2.217 0.739 0.058 0.109 0.090 0.088
H 2.259 1.738 -0.778 -0.055 0.082 -0.110 0.061
H -1.964 -0.958 -1.673 -0.141 -0.006 0.056 0.109
H -2.438 0.790 -0.612 -0.019 0.073 -0.110 0.091
H -2.953 2.326 -1.342 0.041 -0.121 0.064 0.126
H -0.328 1.925 0.190 0.073 -0.024 0.072 0.057
H -1.796 2.655 0.867 -0.040 0.021 0.154 0.078
H -0.935 3.456 -0.450 0.030 0.094 -0.002 0.071


[4]
37
Properties=species:S:1:pos:R:3:forces:R:3:lowdin_charge:R:1 method="wB97M-V/def2-TZVPD" e_homo_ev=-3.3 max_force_ev_per_a=8.6 e_lumo_ev=1.208 orbital_gap_ha=0.1670 spin_multiplicity=1 de_lowest_kj_mol=132.8 charge=-1
N 0.026 -0.236 -0.062 2.256 2.659 5.463 0.366
H 0.922 0.093 0.398 -0.890 0.169 -1.639 0.130
H -0.667 0.484 0.116 -1.231 -0.381 0.385 0.107
H 0.009 -1.088 0.422 -1.763 -1.862 0.746 0.100
H 0.103 -0.405 -0.972 0.772 -0.963 -5.395 0.028
S -3.652 0.822 -1.145 -6.944 1.767 1.880 0.047
O -3.152 0.873 0.201 3.260 0.417 5.125 -0.387
O -4.216 2.088 -1.454 -0.632 3.516 -0.979 -0.368
O -2.586 0.539 -1.976 6.520 -2.558 -5.033 -0.360
O -4.721 -0.131 -1.160 -1.117 -2.934 -0.609 -0.364
O 1.355 0.110 3.168 0.354 0.503 -1.268 -0.057
H 1.242 -0.222 4.041 -0.329 -0.359 0.943 0.042
H 0.654 0.770 2.967 -0.019 -0.395 0.219 0.012
O 2.942 0.149 -0.950 1.763 2.992 -1.137 -0.156
H 3.218 0.564 -0.070 -0.184 -0.705 -1.218 0.014
H 3.327 0.815 -1.674 -1.258 -2.063 2.493 0.127
O -2.647 -0.936 1.858 0.670 1.418 -0.613 -0.239
H -3.407 -0.667 2.403 0.435 -0.103 -0.590 -0.005
H -2.617 -0.138 1.077 -1.362 -1.578 1.322 0.004
O 3.614 0.777 1.675 0.541 0.737 -0.513 -0.052
H 3.611 1.707 1.940 0.125 -0.258 -0.042 0.063
H 2.902 0.391 2.186 -0.704 -0.380 0.697 -0.010
O -0.273 1.578 -2.738 2.081 1.763 2.686 -0.089
H -0.998 1.001 -2.572 -2.102 -1.087 -0.390 -0.051
H -0.254 1.965 -1.793 0.074 -0.297 -2.411 0.064
O 1.773 -2.851 -0.073 3.592 1.133 0.695 -0.082
H 1.642 -3.065 0.846 -0.940 -0.578 0.713 0.015
H 2.772 -2.585 0.075 -2.709 -0.466 -1.267 0.101
O -0.179 2.069 2.157 1.061 -0.012 -0.232 -0.009
H 0.573 2.670 2.160 0.257 0.004 -0.374 0.065
H -0.773 2.558 2.706 -1.366 0.159 0.418 0.068
O 1.622 -1.345 -3.024 1.294 0.593 0.405 -0.139
H 2.174 -0.591 -2.562 -1.203 -3.245 -1.340 0.038
H 2.062 -2.240 -3.187 -0.331 2.460 0.895 0.065
O -1.762 -2.008 -1.743 2.440 0.317 -0.274 -0.048
H -2.085 -1.103 -1.727 -0.102 1.326 -0.544 -0.036
H -2.553 -2.413 -1.514 -2.309 -1.709 0.784 -0.004